Record 1
This record from the Open Molecules 2025 dataset describes a 2-piece molecular cluster, C8H10O2 overall in a non-equilibrium geometry. The level of theory is wB97M-V/def2-TZVPD.

## Properties
ΔE to the lowest compared entry with this formula, charge and spin   4.114 eV
Frontier orbital gap   0.362 hartree
F_max   0.1107 Eh/bohr
SMILES   c1ccccc1.CC(=O)O
E_HOMO   -9.3 eV
E   -12549.547 eV

CARTESIAN COORDINATES (ANGSTROEM)
C  -0.8490  -0.2248  -2.3451
C  -1.6032  -1.0528  -1.5474
C  -0.7887  -1.7445  -0.5529
C  0.6300  -1.8968  -0.4354
C  1.2775  -0.9169  -1.1222
C  0.4648  0.0223  -2.0134
H  -1.0738  0.6952  -3.0025
H  -2.7530  -1.0087  -1.4634
H  -1.5131  -2.3049  0.0499
H  1.1908  -2.5605  0.1381
H  2.4471  -0.7252  -1.2076
H  0.7396  0.8263  -2.6922
C  0.0112  2.2765  2.6742
C  0.1597  1.0196  1.7757
O  0.5055  -0.1173  2.2269
O  0.1355  1.6099  0.4334
H  0.4946  1.9885  3.6251
H  0.4971  3.0054  1.9094
H  -1.0564  2.4111  3.1182
H  0.0848  0.8361  -0.3570

Forces on the atoms, in the same order (eV/Å):
C 0.32 3.56 -0.34
C 0.57 -0.73 2.45
C -3.09 -1.43 -0.82
C -2.24 2.58 -1.68
C 1.61 3.47 -3.62
C 1.79 -2.78 0.34
H -1.34 -2.25 0.57
H 2.18 -0.46 -0.28
H 0.96 -0.27 0.38
H 0.17 -1.14 1.19
H -2.68 -0.67 0.68
H 1.82 -0.18 0.80
C -0.65 -1.22 -0.27
C 1.55 -1.05 0.84
O -1.88 4.38 -3.11
O -0.53 -5.12 0.01
H 0.69 0.69 -0.69
H -1.18 -0.26 2.47
H 1.50 0.29 -1.77
H 0.42 2.57 2.85

How is the electron density shared among the atoms? According to Mulliken, the charges in e are: 0.01, -0.36, -0.22, -0.51, -0.23, -0.50, 0.19, 0.28, 0.31, 0.48, 0.23, 0.36, -0.89, 0.75, -0.54, -0.55, 0.26, 0.29, 0.24, 0.41


Record 2
This record from the Open Molecules 2025 dataset describes a 2-piece molecular cluster, C21H24F3O5P overall in a non-equilibrium geometry. The level of theory is wB97M-V/def2-TZVPD.

## Properties
Frontier orbital gap   0.125 hartree
F_max   0.0355 Eh/bohr
E_HOMO   -7.0 eV
E   -49843.743 eV

CARTESIAN COORDINATES (ANGSTROEM)
C  4.1532  4.8587  -0.3906
C  2.7486  4.3335  -0.5701
O  2.5733  3.1201  0.1962
P  2.0375  1.7825  -0.5020
C  0.6072  1.3232  0.4191
C  -0.5418  2.1287  0.3311
O  -1.6437  2.0208  0.8794
O  -0.3139  3.1820  -0.5753
C  -1.3134  3.2199  -1.6235
C  -1.2346  2.0518  -2.5776
O  1.9477  1.8208  -1.9850
O  3.1063  0.7041  0.0429
C  3.2594  -0.4628  -0.8025
C  4.4205  -1.2977  -0.3282
H  4.1846  5.8883  -0.7479
H  4.4652  4.8241  0.6563
H  4.8547  4.2626  -0.9809
H  2.0017  5.0552  -0.2197
H  2.5492  4.1187  -1.6280
H  0.6464  0.5472  1.1640
H  -2.3008  3.2445  -1.1411
H  -1.1194  4.1719  -2.1216
H  -1.6619  2.3434  -3.5410
H  -0.1975  1.7311  -2.7362
H  -1.8497  1.2181  -2.2041
H  2.3250  -1.0437  -0.7796
H  3.4392  -0.1374  -1.8378
H  4.3076  -2.2756  -0.7976
H  5.3639  -0.8589  -0.6629
H  4.4302  -1.3957  0.7587
F  -0.6804  -6.1250  1.2255
C  -0.3812  -4.8985  0.6636
C  0.4736  -4.8737  -0.4430
C  0.7466  -3.6131  -0.9828
F  1.6349  -3.5453  -2.0413
C  0.1542  -2.4443  -0.5274
C  -0.7988  -2.5028  0.5344
C  -1.5515  -1.3545  0.8756
C  -2.8499  -1.4134  1.4426
C  -3.3764  -0.2794  2.1165
C  -4.6393  -0.2887  2.6758
C  -5.4536  -1.4332  2.5933
C  -4.9434  -2.5449  1.9265
F  -5.7334  -3.6723  1.8340
C  -3.6925  -2.5600  1.3270
C  -0.9973  -3.7663  1.1711
H  0.9171  -5.7776  -0.8404
H  0.3112  -1.4881  -1.0292
H  -1.1293  -0.3732  0.6593
H  -2.7485  0.6107  2.1429
H  -5.0099  0.6128  3.1655
H  -6.4474  -1.4584  3.0291
H  -3.3669  -3.4420  0.7761
H  -1.6827  -3.8483  2.0110

Forces on the atoms, in the same order (eV/Å):
C 0.09 -0.15 -0.10
C -0.24 -0.19 -0.09
O 0.20 0.13 -0.57
P -0.82 -0.07 0.52
C -0.44 0.17 -0.36
C 0.68 0.08 -0.57
O -0.06 -0.30 0.12
O -0.74 -0.55 -0.06
C 0.07 0.58 0.70
C -0.09 -0.40 -0.17
O 0.34 0.07 0.52
O 0.34 -0.41 -0.65
C -0.04 0.43 -0.05
C 0.01 0.08 -0.10
H 0.13 0.05 0.02
H -0.11 0.08 -0.09
H 0.00 0.07 0.12
H 0.10 -0.20 0.04
H -0.02 0.06 0.25
H 0.26 -0.07 0.25
H 0.19 0.22 -0.18
H -0.10 -0.12 -0.03
H 0.01 0.00 0.03
H -0.25 0.09 0.09
H 0.34 0.07 -0.07
H 0.28 0.19 0.03
H -0.25 -0.08 0.29
H 0.22 -0.14 0.12
H -0.05 -0.07 0.18
H -0.03 -0.08 -0.08
F 0.45 1.46 -0.57
C -0.39 -0.69 0.22
C -0.11 0.77 0.39
C 0.67 -0.12 -0.78
F -1.19 -0.06 1.35
C -0.50 0.31 0.11
C 0.97 -1.45 -0.52
C -0.41 0.02 0.24
C -0.85 -0.15 0.16
C 0.54 0.33 -0.42
C -0.46 -0.30 0.10
C 0.73 0.38 -0.07
C -0.13 -0.83 -0.37
F 0.80 1.15 0.04
C -0.24 -0.14 0.35
C -0.21 0.02 -0.31
H -0.01 0.09 0.03
H 0.09 -0.27 0.07
H 0.03 0.13 0.06
H -0.11 -0.02 -0.01
H 0.09 -0.33 -0.11
H 0.13 -0.04 -0.11
H -0.31 0.30 0.09
H 0.37 -0.10 -0.08

How is the electron density shared among the atoms? According to Mulliken, the charges in e are: -1.29, -0.21, -0.39, 1.15, -0.49, 0.01, -0.74, -0.32, -0.41, -0.82, -0.84, -0.53, 0.81, -1.43, 0.39, 0.30, 0.29, 0.33, 0.33, 0.97, 0.30, 0.36, 0.40, 0.15, 0.17, -0.57, 0.34, 0.38, 0.35, 0.33, -0.31, 0.34, -0.65, 0.21, -0.32, -0.92, 0.77, 0.14, 0.57, -0.60, -0.61, -0.43, 0.17, -0.31, -0.66, -1.08, 0.50, 0.85, -0.02, 0.51, 0.42, 0.46, 0.73, 0.91


Record 3
This record from the Open Molecules 2025 dataset describes C32H32AuClN7O6S as an isolated structure. The level of theory is wB97M-V/def2-TZVPD.

## Properties
ΔE to the lowest compared entry with this formula, charge and spin   0.269 eV
Frontier orbital gap   0.214 hartree
Charge   +1
F_max   0.0158 Eh/bohr
E_HOMO   -10.1 eV
E   -83464.403 eV

CARTESIAN COORDINATES (ANGSTROEM)
Au  -0.1257  -0.2161  -0.4716
C  -3.9712  3.9341  0.5578
C  -3.9992  2.4645  0.3932
N  -5.0480  1.7173  0.2944
N  -4.5578  0.4531  0.1429
C  -3.2308  0.3999  0.1385
S  -2.2988  -1.0243  -0.0353
N  -2.8519  1.6877  0.3238
N  -1.5325  2.1045  0.3699
H  -4.9842  4.3172  0.4765
H  -3.3494  4.3900  -0.2132
H  -3.5681  4.2078  1.5337
H  -5.1920  -0.3215  0.0336
H  -1.3623  2.6604  1.1995
H  -1.2919  2.5791  -0.5057
C  1.9098  -4.1819  -4.1207
C  2.5055  -3.8279  -2.7828
C  3.8874  -3.8484  -2.6298
C  4.4742  -3.4816  -1.4281
C  3.6731  -3.1046  -0.3672
C  2.2860  -3.0827  -0.5024
N  1.5442  -2.5969  0.5973
C  0.5037  -3.2203  1.2683
C  0.2893  -4.5972  1.1243
C  -0.6948  -5.2401  1.8464
C  -1.4922  -4.5353  2.7486
C  -1.2921  -3.1802  2.8931
C  -0.3220  -2.4997  2.1484
C  -0.2803  -1.0248  2.2953
O  -0.8747  -0.4058  3.1385
O  0.5048  -0.3760  1.3863
C  1.6833  -3.4361  -1.7144
C  0.1987  -3.2862  -1.9368
H  2.6881  -4.4936  -4.8146
H  1.3870  -3.3293  -4.5616
H  1.1877  -4.9961  -4.0419
H  4.5075  -4.1550  -3.4628
H  5.5503  -3.5127  -1.3146
H  4.0994  -2.8468  0.5947
H  1.9450  -1.8033  1.0721
H  0.9407  -5.1579  0.4661
H  -0.8283  -6.3074  1.7243
H  -2.2558  -5.0408  3.3227
H  -1.8996  -2.5987  3.5731
H  -0.0206  -2.3034  -2.3712
H  -0.3808  -3.3805  -1.0224
H  -0.1762  -4.0313  -2.6362
O  3.8022  -0.9322  2.3067
C  5.1102  -0.6769  1.8341
N  5.4035  0.7217  1.6441
C  4.9119  1.4939  0.6359
O  5.1383  2.6758  0.5206
C  4.0323  0.7905  -0.3682
C  4.5025  0.4590  -1.6303
C  3.6341  -0.1094  -2.5476
C  2.3149  -0.3049  -2.1936
N  1.8727  0.0338  -0.9748
C  2.7043  0.5614  -0.0703
H  3.6853  -0.5186  3.1703
H  5.1737  -1.2009  0.8818
H  5.8661  -1.0839  2.5063
H  5.9679  1.2130  2.3218
H  5.5361  0.6477  -1.8918
H  3.9671  -0.4012  -3.5329
H  1.5937  -0.7406  -2.8695
H  2.2851  0.7813  0.9006
Cl  -0.8210  -0.4425  -8.9894
C  -0.8820  -0.0701  -7.3022
C  -1.1913  -1.0749  -6.3958
C  -1.2069  -0.7822  -5.0437
C  -0.9400  0.5120  -4.6058
C  -0.6600  1.5150  -5.5277
C  -0.6227  1.2255  -6.8809
C  -0.8788  0.8465  -3.1545
O  -1.0722  1.9793  -2.7408
O  -0.5787  -0.1962  -2.4145
H  -1.4116  -2.0710  -6.7531
H  -1.4442  -1.5555  -4.3252
H  -0.4786  2.5214  -5.1752
H  -0.3977  1.9931  -7.6078

Forces on the atoms, in the same order (eV/Å):
Au -0.27 -0.57 -0.42
C 0.01 -0.01 0.00
C 0.06 0.00 0.00
N -0.04 0.00 0.06
N 0.07 -0.04 -0.08
C 0.06 0.16 0.14
S 0.22 0.35 -0.01
N -0.01 -0.15 -0.13
N 0.07 0.15 -0.42
H 0.00 -0.01 0.00
H -0.02 0.02 0.00
H 0.00 0.00 0.00
H -0.01 0.00 -0.02
H 0.02 -0.07 -0.02
H -0.07 -0.05 0.21
C 0.02 0.00 0.02
C -0.02 -0.01 -0.03
C 0.01 0.02 0.02
C -0.01 0.02 -0.02
C 0.01 -0.08 0.02
C 0.06 -0.20 0.28
N -0.10 -0.09 -0.30
C 0.29 -0.14 -0.01
C 0.04 -0.03 0.00
C -0.02 0.06 0.01
C 0.02 0.00 -0.03
C -0.03 -0.01 -0.05
C -0.13 -0.05 0.17
C 0.08 0.04 -0.11
O 0.01 -0.01 0.03
O -0.36 0.59 0.43
C -0.05 0.05 -0.11
C 0.06 0.03 -0.03
H 0.00 0.01 -0.01
H -0.03 0.01 -0.01
H 0.01 -0.01 0.01
H 0.00 -0.01 0.00
H 0.01 0.00 -0.01
H -0.09 -0.13 -0.05
H 0.06 -0.13 0.01
H -0.02 -0.01 -0.02
H 0.00 0.00 -0.01
H 0.02 -0.02 0.01
H 0.00 0.02 0.01
H 0.00 -0.23 -0.04
H 0.00 -0.03 0.03
H -0.01 -0.04 0.02
O 0.00 0.08 -0.01
C 0.09 0.05 -0.03
N -0.04 -0.02 0.06
C -0.07 0.01 -0.03
O 0.07 -0.02 0.01
C 0.02 -0.01 -0.05
C -0.02 0.02 -0.03
C 0.00 -0.04 0.00
C 0.05 -0.08 0.05
N -0.10 0.45 -0.03
C 0.03 -0.01 -0.02
H 0.01 -0.06 0.03
H 0.05 0.07 0.05
H -0.01 0.01 0.03
H -0.01 0.00 0.01
H 0.00 0.00 0.00
H -0.01 0.00 0.00
H 0.00 0.06 -0.01
H -0.01 0.03 -0.01
Cl -0.01 0.00 -0.01
C -0.01 -0.01 0.01
C 0.00 -0.01 -0.02
C 0.02 0.03 0.00
C 0.16 -0.09 -0.03
C -0.12 0.01 0.00
C -0.01 0.01 0.00
C -0.27 0.60 0.17
O 0.13 -0.28 0.39
O 0.04 -0.22 -0.04
H 0.00 0.00 0.00
H 0.04 -0.02 0.00
H 0.04 -0.01 0.01
H 0.01 0.00 0.00

How is the electron density shared among the atoms? According to Mulliken, the charges in e are: 2.73, -1.25, 0.95, -0.82, 0.29, 0.53, -0.46, 0.47, -0.73, 0.36, 0.32, 0.32, 0.16, 0.25, 0.23, -1.73, 1.50, -1.12, -1.13, -1.39, -0.82, 0.65, 0.18, -0.52, -0.64, -0.77, -0.94, 1.09, -0.32, -0.69, -0.78, 1.74, -1.07, 0.42, 0.29, 0.35, 0.42, 0.45, 1.14, 0.14, 0.50, 0.44, 0.43, 0.51, -0.11, -0.10, 0.65, -0.38, -0.48, -0.11, -0.28, -0.60, -0.13, 0.12, -1.52, -0.15, -0.97, 0.14, 0.25, 0.34, 0.47, 0.26, 0.54, 0.49, 0.72, 0.66, -0.20, 0.42, -0.86, -0.05, 0.37, -0.48, -0.73, 0.17, -0.72, -0.24, 0.45, 0.44, 0.45, 0.43